Entry 1:
DFT (ωB97M-V with the def2-TZVPD basis set) results for a 12-piece molecular cluster, C44H65F21N2O23 overall at a distorted geometry.

Geometry as XYZ:
```
155
Properties=species:S:1:pos:R:3:forces:R:3
C 6.18834 -3.45950 2.50269 0.2 0.8 -1.1
C 5.07803 -3.54863 1.54262 0.2 -0.8 0.1
N 4.23566 -3.66117 0.77039 0.0 0.2 0.0
H 6.13883 -4.23428 3.27152 -0.1 0.3 -0.2
H 6.03629 -2.43712 2.90846 0.7 -0.7 0.2
H 7.13401 -3.54565 1.89365 -0.8 0.2 0.9
C 1.19875 -5.11650 0.10426 0.1 -1.2 -0.2
C 1.74433 -6.38382 0.67936 0.1 1.7 -0.9
N 2.36706 -7.27593 1.03180 0.0 -0.7 0.4
H 0.49651 -5.40133 -0.69768 0.4 0.3 0.2
H 2.04256 -4.52345 -0.29344 -0.5 -0.4 0.2
H 0.66199 -4.58679 0.87629 -0.1 0.3 0.2
C 5.88064 -0.84776 -0.91316 -1.6 -0.5 -0.2
C 4.57448 -0.69658 -1.71411 1.7 1.9 0.1
O 5.00686 -0.23096 -3.06929 -1.1 0.0 1.0
C 4.02678 0.46887 -3.64726 1.1 -1.1 -1.5
O 2.98264 0.74283 -3.14852 -1.1 0.8 0.5
O 4.36291 0.70333 -4.94066 -0.6 1.3 0.6
C 3.59378 1.81698 -5.51387 0.0 -0.4 0.6
H 6.25413 0.15048 -0.79673 0.6 0.4 0.2
H 6.59911 -1.47260 -1.46363 -0.2 0.0 0.5
H 5.53365 -1.24319 0.06822 0.8 0.0 -0.6
H 3.96911 0.13468 -1.24684 0.4 -1.3 -0.6
H 4.05010 -1.61662 -1.82865 -0.6 -0.5 -0.1
H 3.70886 1.72529 -6.56759 0.4 0.0 -0.8
H 3.95648 2.79206 -5.14923 0.0 -0.5 -0.1
H 2.52322 1.73840 -5.32107 0.2 -0.2 0.3
C 1.00752 -1.56034 -0.94325 0.8 1.5 -2.5
C 0.07953 -0.36837 -1.22716 -0.4 -0.5 0.5
O -0.32674 0.31026 0.01342 0.6 0.4 -0.6
C -1.19040 -0.33092 0.78639 -0.4 0.1 0.1
O -1.63464 -1.42198 0.55609 -0.2 -0.6 -0.1
O -1.52538 0.44031 1.82517 -0.4 -0.3 0.0
C -2.59672 -0.09435 2.69171 0.3 -0.2 -1.8
H 1.83821 -1.19369 -0.36912 0.2 -0.2 0.9
H 1.52069 -1.78650 -1.91879 -0.6 0.0 0.6
H 0.52915 -2.45006 -0.61309 -0.4 -0.4 0.7
H -0.82657 -0.68602 -1.74672 0.0 -0.1 0.2
H 0.53834 0.40572 -1.85651 0.2 -0.2 0.5
H -3.31386 0.70907 2.78725 -0.1 0.0 0.2
H -2.10662 -0.35182 3.59588 0.1 -0.3 0.9
H -3.06143 -0.97408 2.20294 0.3 0.6 0.4
C 0.46705 -7.00293 -5.03406 -0.3 0.1 1.5
C 1.27672 -7.60299 -3.83363 -2.7 0.1 -0.1
O 1.82505 -6.62267 -2.94175 -0.4 0.0 0.1
C 3.06845 -6.21482 -3.21527 -1.8 -0.4 -0.5
O 3.73165 -6.63621 -4.09525 1.5 -1.3 -1.9
O 3.41039 -5.24570 -2.44515 1.2 1.7 2.0
C 4.84082 -4.93650 -2.52989 -0.5 -0.7 -0.2
H -0.56802 -6.65389 -4.73631 1.4 0.0 -0.2
H 0.29246 -7.80886 -5.71935 0.0 -0.5 -0.5
H 1.04718 -6.24486 -5.54758 -0.1 0.2 0.0
H 2.01839 -8.25770 -4.24199 0.6 -0.3 0.2
H 0.50474 -8.16447 -3.21909 1.3 0.4 -0.5
H 5.41402 -5.83657 -2.28656 -0.2 0.1 -0.1
H 5.04976 -4.19226 -1.78406 -0.2 0.4 0.1
H 5.05916 -4.64358 -3.55296 0.1 0.2 0.1
C -2.49437 3.56910 2.68496 -2.3 -1.1 0.6
C -3.73594 4.06981 3.51980 0.2 -0.7 0.1
O -4.01267 5.50087 3.42289 1.5 0.5 -1.1
C -4.44424 6.19937 4.44039 -1.7 -1.1 -0.5
O -4.85469 5.77787 5.48201 0.4 0.0 0.4
C -4.59330 7.70204 4.15326 -0.4 -0.2 -0.9
F -5.81336 8.15563 4.48432 0.4 -0.3 -0.3
F -3.72318 8.22510 4.97750 1.0 1.4 0.5
F -4.33963 8.11193 2.86998 -0.1 -0.5 1.2
H -2.32584 2.48308 2.93700 -0.1 1.3 0.0
H -1.63609 4.12283 2.88994 1.5 0.9 0.6
H -2.65943 3.58111 1.62126 -0.3 0.2 -0.4
H -3.55760 3.82776 4.59832 -0.5 0.1 -0.9
H -4.67596 3.66677 3.09576 0.6 -0.5 0.6
C 0.59562 -1.33785 -10.53310 -1.6 -0.9 0.0
C 1.24672 -1.01175 -9.27191 0.8 1.8 2.8
O 1.53013 -2.17264 -8.41289 0.5 -0.3 0.8
C 1.67571 -1.99276 -7.07212 -0.3 2.6 -0.6
O 1.42793 -0.97889 -6.45688 0.2 -0.9 -0.8
C 2.15819 -3.21113 -6.29886 -0.4 -1.2 0.8
F 2.38343 -2.98372 -4.98543 -0.1 0.5 -1.0
F 1.13296 -4.08201 -6.34379 -0.1 -0.3 -0.1
F 3.23949 -3.79992 -6.78834 0.1 0.2 -0.3
H -0.48457 -1.54209 -10.40895 0.5 0.0 -0.1
H 1.06089 -2.18106 -11.00546 0.3 -0.4 -0.4
H 0.70852 -0.47219 -11.14464 0.0 0.6 -0.7
H 0.69857 -0.28269 -8.63386 -0.1 -0.6 -0.5
H 2.17652 -0.45923 -9.48008 0.2 -0.7 0.3
C -4.86588 -2.27322 8.68939 0.2 -0.8 -0.2
C -3.96478 -1.18463 9.25483 0.2 -0.9 -1.1
O -3.96220 0.06049 8.50956 0.3 -0.9 -1.1
C -3.23794 0.00747 7.38948 -0.7 1.0 0.4
O -2.46220 -0.80076 7.00285 0.4 -1.0 0.3
C -3.55674 1.20999 6.50985 -1.0 1.2 0.8
F -3.42901 2.40004 7.13702 0.4 -0.5 -0.1
F -2.73687 1.19410 5.47520 -0.6 0.3 -0.5
F -4.87892 1.16059 6.17618 1.0 -0.3 -0.7
H -5.76883 -1.79551 8.39746 -1.2 0.3 -0.1
H -5.10549 -3.10708 9.42756 0.5 1.2 -0.8
H -4.48367 -2.71460 7.75857 0.2 0.0 0.4
H -2.95442 -1.55426 9.28661 0.4 0.1 0.6
H -4.38347 -0.86185 10.14595 -0.2 0.3 2.1
C 2.32296 -6.44690 5.67767 -1.4 0.9 -0.8
C 2.38200 -6.10972 4.14710 1.1 -1.8 1.4
O 1.76740 -4.90646 3.81596 0.1 2.8 0.4
C 2.49730 -3.75427 3.85266 -0.4 -2.2 -1.3
O 3.68718 -3.69035 3.92388 -0.4 0.5 0.6
C 1.51505 -2.60363 3.60501 0.0 0.6 1.6
F 2.13688 -1.46260 3.38506 0.5 0.4 -0.2
F 0.66917 -2.79969 2.61768 -0.3 -0.4 -0.2
F 0.82782 -2.45506 4.77833 0.0 -0.1 -0.7
H 2.45920 -7.48762 5.91881 0.4 -0.4 -0.3
H 1.31637 -6.20627 6.01096 -0.3 -0.1 0.0
H 2.94036 -5.83636 6.32514 0.6 0.1 -0.3
H 1.86931 -6.80150 3.49504 -0.1 -0.6 0.4
H 3.42560 -6.13769 3.87578 0.3 0.3 -0.5
C -3.04237 1.25976 -3.16881 0.2 -0.9 1.6
C -3.34954 1.56340 -1.68207 -1.2 0.1 -1.3
O -4.62012 2.38793 -1.64342 0.2 -1.6 1.4
C -5.20306 2.36337 -0.42846 1.1 0.0 0.6
O -4.80653 1.83514 0.58958 -0.3 0.2 -1.3
C -6.48266 3.21794 -0.37659 -0.3 -0.4 -2.0
F -6.60512 3.90080 0.72873 0.3 0.7 0.4
F -6.43926 4.04235 -1.47857 -0.9 -0.4 1.3
F -7.59627 2.43735 -0.45412 0.7 0.4 -0.3
H -2.86528 2.08616 -3.81165 -0.2 0.9 -0.4
H -3.81404 0.58655 -3.54345 -0.1 0.3 -0.2
H -2.12150 0.66684 -3.16786 0.0 0.1 0.0
H -2.63898 2.18808 -1.15505 0.4 -0.2 0.0
H -3.51241 0.56909 -1.22489 0.0 0.8 0.3
C 1.46227 3.12585 -0.89589 1.5 1.8 -0.4
C 2.01359 2.87184 0.51568 0.7 -1.0 -1.4
O 3.36249 3.51467 0.58408 -1.1 0.1 0.2
C 3.28730 4.81909 0.85346 1.1 -0.6 0.1
O 2.32828 5.47325 1.09817 -0.8 0.2 0.0
C 4.69939 5.47817 0.93370 -1.4 0.2 1.4
F 4.64289 6.69369 0.43889 0.0 0.8 -0.7
F 5.04603 5.60719 2.22483 -0.2 0.0 0.7
F 5.64224 4.80305 0.38211 1.5 -1.2 -1.5
H 2.17578 2.72990 -1.65778 -0.4 0.1 0.7
H 1.37133 4.20896 -1.10513 0.0 -0.4 0.2
H 0.51916 2.72184 -1.13585 -1.2 -0.8 0.3
H 2.19351 1.79048 0.48348 0.4 0.3 0.7
H 1.45204 3.12318 1.41349 -0.2 0.3 -0.4
C -5.38505 8.55542 -1.07184 -0.4 -0.4 -0.2
C -5.17797 7.08446 -0.74012 -2.4 0.1 -0.7
O -3.80503 6.88118 -0.91386 2.1 -0.1 0.7
C -3.28010 5.72750 -0.56868 0.1 -1.1 0.5
O -3.88400 4.71591 -0.32534 0.2 0.5 0.1
C -1.70263 5.75153 -0.46125 -1.1 -2.0 -2.6
F -1.27671 6.29522 0.61523 0.6 0.5 1.5
F -1.24232 4.43088 -0.56684 -0.7 1.9 0.5
F -1.21719 6.40108 -1.52530 0.3 0.1 0.1
H -5.07970 9.17840 -0.24429 0.1 0.2 0.3
H -6.45616 8.75847 -1.27566 0.7 0.0 -0.1
H -4.71131 8.77130 -1.90851 -0.6 0.3 -0.1
H -5.71167 6.42513 -1.45807 0.2 0.4 0.4
H -5.59330 6.85535 0.25845 0.8 -0.2 -0.2
```
Forces are in eV/Å.

Results
electronic energy = -153822.1469 eV
SMILES = CCOC(=O)C(F)(F)F.CCOC(=O)C(F)(F)F.CCOC(=O)C(F)(F)F.CCOC(=O)C(F)(F)F.CCOC(=O)C(F)(F)F.CCOC(=O)C(F)(F)F.CCOC(=O)C(F)(F)F.CCOC(=O)OC.CCOC(=O)OC.CCOC(=O)OC.CC#N.CC#N
frontier orbital gap = 11.06 eV
E_HOMO = -10.667 eV
largest force on an atom = 3.455 eV Å⁻¹
total charge = 0
E_LUMO = 0.01448 Ha

Atomic partial charges in e from the Mulliken method, atoms 1 to 99:
1 C -0.974
2 C 0.284
3 N -0.131
4 H 0.312
5 H 0.299
6 H 0.354
7 C -0.201
8 C 0.048
9 N -0.619
10 H 0.474
11 H -0.155
12 H 0.499
13 C -1.358
14 C 0.961
15 O -0.430
16 C 0.659
17 O -0.374
18 O -0.372
19 C -0.650
20 H 0.470
21 H 0.347
22 H 0.121
23 H -0.174
24 H -0.064
25 H 0.276
26 H 0.306
27 H 0.247
28 C -0.991
29 C -0.495
30 O -0.117
31 C 0.576
32 O -0.666
33 O -0.112
34 C -0.745
35 H 0.203
36 H 0.089
37 H 0.629
38 H 0.194
39 H 0.440
40 H 0.182
41 H 0.377
42 H 0.417
43 C -0.814
44 C -0.409
45 O -0.211
46 C 0.536
47 O -0.596
48 O -0.011
49 C -0.620
50 H 0.278
51 H 0.390
52 H 0.106
53 H 0.380
54 H 0.248
55 H 0.357
56 H -0.007
57 H 0.326
58 C -0.001
59 C -0.206
60 O -0.176
61 C 0.313
62 O -0.532
63 C 0.838
64 F -0.269
65 F -0.259
66 F -0.192
67 H -0.228
68 H 0.688
69 H -0.571
70 H 0.347
71 H 0.124
72 C -1.213
73 C -0.084
74 O -0.277
75 C 0.205
76 O -0.507
77 C 1.016
78 F -0.171
79 F -0.271
80 F -0.267
81 H 0.293
82 H 0.323
83 H 0.385
84 H 0.299
85 H 0.258
86 C -1.134
87 C -0.211
88 O -0.346
89 C 0.077
90 O -0.506
91 C 1.266
92 F -0.302
93 F -0.210
94 F -0.287
95 H 0.341
96 H 0.339
97 H 0.301
98 H 0.315
99 H 0.356

=====

Entry 2:
DFT (ωB97M-V with the def2-TZVPD basis set) results for a 8-piece molecular cluster, C44H65FN9O3S overall at a distorted geometry.

Geometry as XYZ:
```
123
Properties=species:S:1:pos:R:3:forces:R:3
C -6.41262 2.88754 -4.29928 -0.7 0.2 -1.1
O -5.87866 3.12187 -2.94896 0.3 -2.0 -0.9
C -4.98388 2.04394 -2.50190 1.7 0.1 0.0
C -4.13034 1.30576 -3.69060 -0.4 -0.9 -0.1
C -3.02896 0.32831 -2.95904 -0.1 0.1 0.6
C -1.47393 0.83414 -3.07210 0.0 0.7 0.2
C -0.40186 -0.10115 -2.20295 -0.1 0.3 -0.8
C -1.01423 -1.55441 -1.75211 0.2 0.0 -0.1
C 0.03895 -2.46538 -0.84824 -1.0 -0.7 -0.8
C -0.81778 -3.11204 0.40239 -0.2 0.1 0.3
C 0.09486 -3.63227 1.66089 -0.1 -0.6 -0.7
C 0.67626 -2.44946 2.63558 -0.2 -0.8 0.6
C -0.48082 -1.65670 3.51134 0.3 0.0 -0.4
C 0.19711 -0.54378 4.53885 0.8 0.3 -0.9
C -0.04824 0.93703 3.87076 -2.2 4.9 -0.8
N 0.93012 1.76352 3.06114 -5.2 2.3 1.0
C 0.32566 3.09330 2.65370 -2.0 -1.8 1.6
N -1.12373 3.26664 3.13853 6.2 -5.7 0.6
C -1.34065 1.94937 3.88789 3.2 -1.1 -0.3
S -2.96677 1.60588 4.75763 -6.4 -0.6 -2.2
O -3.88319 2.85733 4.54924 4.7 -4.5 1.4
O -3.65823 0.29302 4.26533 4.0 5.0 2.4
F -2.59439 1.35381 6.44419 -0.4 0.7 -3.5
H -5.61173 3.22600 -5.10550 -1.7 -0.9 1.6
H -7.36066 3.56810 -4.45789 2.0 -1.3 0.6
H -6.77168 1.76866 -4.48903 0.9 2.4 0.5
H -4.18007 2.55922 -1.78532 -1.8 -1.0 -1.5
H -5.49134 1.20744 -1.86023 0.5 1.6 -1.3
H -3.66217 2.05802 -4.46930 -0.8 -1.5 1.8
H -4.84808 0.57908 -4.30879 1.5 1.8 1.3
H -3.28966 0.31351 -1.79648 0.5 0.0 -2.4
H -3.19789 -0.78099 -3.33550 0.6 2.3 0.7
H -1.13012 0.97507 -4.20373 -0.8 -0.6 2.4
H -1.39812 1.92615 -2.59748 -0.4 -2.2 -1.1
H 0.54802 -0.23954 -2.90652 -1.9 0.0 1.6
H -0.03764 0.54307 -1.29480 -0.7 -1.4 -1.4
H -1.32041 -2.12120 -2.75047 0.7 1.1 2.2
H -2.00191 -1.48343 -1.10346 2.0 0.3 -1.5
H 1.00908 -1.89276 -0.53194 -1.9 -0.9 -0.5
H 0.36176 -3.36320 -1.56474 -0.4 1.9 1.8
H -1.45617 -3.99780 -0.06177 1.4 1.7 1.2
H -1.62702 -2.36063 0.85640 1.8 -1.3 -1.2
H -0.55894 -4.43935 2.24374 1.6 1.9 -1.0
H 1.03107 -4.18748 1.19451 -1.9 1.0 1.1
H 1.32537 -1.73120 1.96949 -1.2 -1.2 1.4
H 1.36494 -2.99372 3.44427 -1.3 1.3 -1.8
H -1.17552 -1.04129 2.78748 1.1 -1.6 1.5
H -1.08251 -2.44562 4.15679 1.1 1.8 -1.5
H -0.19413 -0.62635 5.64208 0.5 0.6 -2.3
H 1.37895 -0.70257 4.58837 -2.6 0.5 -0.1
H 1.90898 1.45092 2.85540 -1.2 0.7 0.1
H 0.90641 3.90701 2.04147 -1.3 -1.9 1.3
H -1.77919 4.08063 2.99848 0.9 -1.2 0.2
N 4.62962 -5.96046 0.23258 0.0 0.0 0.0
C 4.60338 -7.01545 -0.64197 -0.1 0.0 0.0
C 3.70659 -6.71616 -1.64316 0.2 -0.3 0.1
C 3.17775 -5.43294 -1.36581 0.0 0.3 0.2
C 3.76725 -4.98844 -0.20354 -0.1 0.0 0.0
H 5.19718 -5.90709 1.06844 -0.1 -0.1 -0.3
H 5.22224 -7.88716 -0.47659 -0.1 0.1 -0.1
H 3.46082 -7.35271 -2.48324 0.1 0.1 0.2
H 2.44619 -4.89114 -1.95125 0.1 -0.1 0.1
H 3.64622 -4.06669 0.34971 0.0 -0.1 -0.1
N 1.24460 -1.66869 -6.49415 0.0 0.0 0.0
C 1.37000 -1.26368 -7.79752 0.0 0.0 -0.1
C 0.17510 -0.69933 -8.18470 0.4 -0.1 -0.2
C -0.69981 -0.76082 -7.07385 -0.1 -0.1 0.4
C -0.01261 -1.36139 -6.04283 -0.1 0.0 0.0
H 1.96698 -2.12243 -5.95017 -0.3 0.2 -0.2
H 2.29575 -1.41277 -8.33695 -0.2 0.0 0.1
H -0.04249 -0.28673 -9.16131 0.1 -0.1 0.2
H -1.72098 -0.40470 -7.03044 0.1 0.0 0.0
H -0.31026 -1.59693 -5.02977 0.0 0.0 -0.2
N -0.25053 2.29447 7.99667 -0.1 -0.1 0.0
C 0.11550 2.03394 9.29153 0.1 0.0 0.0
C 1.40891 2.47354 9.46489 -0.3 -0.2 0.2
C 1.83589 3.02393 8.23282 0.0 0.1 -0.4
C 0.79049 2.90289 7.34489 0.1 -0.1 0.0
H -1.14857 2.07330 7.58650 0.4 0.2 0.3
H -0.57331 1.55787 9.97645 0.1 0.1 -0.1
H 1.98248 2.40627 10.38022 -0.1 0.0 -0.2
H 2.80173 3.46206 8.01675 -0.2 -0.1 0.0
H 0.69898 3.19565 6.30745 0.0 0.0 0.1
N -5.69207 7.19616 -3.12069 0.1 0.0 0.0
C -5.08766 6.32429 -3.98849 0.1 -0.1 -0.1
C -4.71628 7.03001 -5.11109 0.0 -0.3 0.2
C -5.10514 8.37608 -4.91076 -0.2 0.3 0.2
C -5.70257 8.45081 -3.67244 0.0 0.1 -0.1
H -6.07030 6.95216 -2.21458 0.1 0.1 -0.4
H -4.97530 5.27884 -3.73426 -0.1 0.2 0.0
H -4.21796 6.61990 -5.97989 -0.1 0.1 0.1
H -4.96393 9.20211 -5.59575 0.0 -0.1 0.1
H -6.13429 9.28691 -3.13866 0.1 -0.1 -0.1
N 7.49324 -4.75698 3.46596 -0.1 0.1 0.0
C 7.72313 -5.66466 4.46686 0.0 -0.2 0.1
C 8.77414 -6.46643 4.08121 -0.3 0.1 0.3
C 9.19680 -6.02287 2.80534 -0.1 0.3 -0.3
C 8.39056 -4.96446 2.45083 0.1 -0.1 -0.2
H 6.77458 -4.04489 3.47531 0.4 -0.3 0.0
H 7.11976 -5.66335 5.36473 0.1 0.0 -0.1
H 9.19212 -7.28185 4.65716 -0.1 0.2 -0.1
H 10.00297 -6.43111 2.20959 -0.1 0.1 0.1
H 8.37775 -4.34371 1.56491 0.0 -0.1 0.1
N 5.77616 3.95712 6.84763 -0.1 0.0 0.0
C 6.00605 3.04945 7.84853 0.0 -0.1 0.1
C 7.05706 2.24767 7.46288 -0.3 0.0 0.3
C 7.47972 2.69123 6.18701 -0.1 0.2 -0.3
C 6.67347 3.74964 5.83250 0.0 -0.1 -0.2
H 5.05750 4.66922 6.85698 0.4 -0.2 0.0
H 5.40268 3.05075 8.74640 0.1 0.0 -0.1
H 7.47504 1.43225 8.03883 -0.1 0.2 -0.1
H 8.28589 2.28299 5.59126 -0.1 0.1 0.1
H 6.66067 4.37039 4.94658 0.1 -0.1 0.2
N -4.95434 -1.51973 -7.29132 0.1 0.1 0.0
C -4.82894 -1.11472 -8.59469 0.0 0.0 -0.1
C -6.02384 -0.55037 -8.98187 0.4 -0.1 -0.1
C -6.89875 -0.61186 -7.87102 -0.1 -0.1 0.4
C -6.21155 -1.21243 -6.84000 -0.1 0.0 0.0
H -4.23196 -1.97347 -6.74734 -0.3 0.2 -0.3
H -3.90320 -1.26381 -9.13412 -0.2 0.0 0.1
H -6.24143 -0.13778 -9.95848 0.1 -0.1 0.2
H -7.91992 -0.25575 -7.82761 0.2 -0.1 0.0
H -6.50920 -1.44798 -5.82694 0.0 0.0 -0.2
```
Forces are in eV/Å.

Results
electronic energy = -79766.7085 eV
frontier orbital gap = 3.80 eV
E_HOMO = -9.364 eV
largest force on an atom = 8.456 eV Å⁻¹
total charge = +1
E_LUMO = -0.20459 Ha

Atomic partial charges in e from the Mulliken method, atoms 1 to 99:
1 C -0.566
2 O -0.363
3 C -0.421
4 C -0.059
5 C -0.344
6 C -0.426
7 C -0.531
8 C -0.189
9 C -0.171
10 C -0.655
11 C -0.544
12 C -0.464
13 C -0.363
14 C -0.522
15 C 0.120
16 N -0.077
17 C -0.195
18 N -0.120
19 C 0.010
20 S 1.097
21 O -0.537
22 O -0.475
23 F -0.307
24 H 0.232
25 H 0.267
26 H 0.244
27 H 0.231
28 H 0.244
29 H 0.290
30 H -0.045
31 H 0.138
32 H 0.196
33 H 0.208
34 H 0.164
35 H 0.200
36 H 0.233
37 H 0.072
38 H 0.251
39 H 0.311
40 H 0.007
41 H 0.359
42 H 0.206
43 H 0.341
44 H 0.096
45 H 0.141
46 H 0.340
47 H 0.237
48 H 0.328
49 H 0.338
50 H 0.399
51 H 0.308
52 H 0.386
53 H 0.310
54 N 0.032
55 C -0.451
56 C -0.660
57 C -0.147
58 C -0.530
59 H 0.169
60 H 0.381
61 H 0.381
62 H 0.402
63 H 0.429
64 N -0.002
65 C -0.517
66 C -0.676
67 C -0.266
68 C -0.516
69 H 0.207
70 H 0.390
71 H 0.396
72 H 0.528
73 H 0.443
74 N 0.150
75 C -0.489
76 C -0.593
77 C -0.008
78 C -0.609
79 H 0.197
80 H 0.383
81 H 0.396
82 H 0.296
83 H 0.338
84 N -0.003
85 C -0.374
86 C -0.461
87 C -0.403
88 C -0.509
89 H 0.215
90 H 0.391
91 H 0.384
92 H 0.384
93 H 0.375
94 N -0.007
95 C -0.476
96 C -0.383
97 C -0.341
98 C -0.511
99 H 0.193